(1)
59
Properties=species:S:1:pos:R:3:lowdin_charge:R:1 method="wB97M-V/def2-TZVPD" spin_multiplicity=5 s_squared=6.251 orbital_gap_ev="6.6 / 4.3" charge=+2 e_above_lowest_kj_mol=0.0 energy_ev=-44954.955
H -2.6577 -0.4821 -13.7413 0.0987
H -8.8353 4.8659 -13.6707 0.1514
H -7.4635 4.3420 -15.4889 0.0864
O -7.4690 3.6710 -14.7907 -0.0954
O -4.5517 -0.0766 -14.4700 -0.2801
C -4.0731 3.8675 -10.5334 -0.0402
O -6.9688 5.7769 -11.0442 0.1123
N -4.8631 2.6109 -12.4343 -0.1323
C -5.3310 6.6218 -20.3526 -0.0257
C -3.6588 -0.8230 -13.5588 0.0036
C -4.1797 0.5583 -16.7257 -0.1903
Os -4.4600 2.1285 -14.3131 1.6257
H -3.0227 3.4283 -12.3663 0.1065
C -4.6596 -1.8331 -16.2316 0.0141
C -5.7224 6.6141 -16.6676 0.0292
H -4.0181 1.0036 -18.7715 0.0993
H -4.9519 -2.5204 -15.4400 0.1280
C -7.9807 4.1440 -13.5441 -0.2243
C -4.5615 4.0563 -16.9924 -0.0894
H -6.3970 7.8826 -18.9421 0.1329
H -7.3013 2.7686 -10.1090 0.1355
H -4.7148 -3.2039 -17.9325 0.1417
H -5.3692 3.8713 -8.8491 0.1204
H -3.9381 -0.6171 -12.5305 0.0995
H -9.2926 2.4403 -13.2232 0.1351
C -8.4101 2.8967 -12.7222 -0.1203
C -5.3666 5.8926 -15.5859 0.0076
H -5.5685 6.2500 -14.5739 0.1342
C -6.1377 2.4360 -11.8048 -0.2210
H -7.1222 4.6156 -13.0635 0.0750
N -4.2352 2.7514 -17.2797 0.1428
C -5.4773 6.1479 -17.9545 -0.1690
H -4.3048 5.0929 -21.4864 0.1192
H -3.2975 4.4839 -10.1148 0.1262
O -5.0113 6.6097 -10.4155 0.1411
C -5.7793 6.9846 -19.0751 0.0320
H -4.2996 -1.4478 -19.5349 0.1231
C -5.2479 3.5725 -9.8546 0.0007
C -4.5128 -2.1700 -17.5652 -0.0305
H -3.7456 -1.8896 -13.7404 0.0976
H -7.6768 1.0233 -11.9566 0.1208
C -4.6701 4.6555 -15.7187 -0.2661
C -4.4343 -0.4862 -15.8279 -0.1955
C -3.9289 3.3839 -11.8108 -0.1061
C -6.2995 2.8845 -10.5090 0.0098
H -8.7394 3.2176 -11.7078 0.1215
C -7.2798 1.8166 -12.5427 -0.1223
H -5.5382 7.2042 -21.2833 0.1372
O -4.2077 4.1039 -14.5966 -0.1940
C -4.8784 4.8911 -18.1513 -0.0947
C -4.4683 4.5067 -19.4302 0.0191
C -4.6604 5.3963 -20.5085 -0.0153
H -4.0968 3.5209 -19.6097 0.1038
N -5.9386 6.4308 -11.2127 -0.1885
H -6.9457 1.4386 -13.5039 0.0839
C -4.0433 0.1762 -18.0887 0.0219
H -6.1629 7.5881 -16.5478 0.1419
N -4.2590 1.8908 -16.2806 -0.1468
C -4.2387 -1.1430 -18.4920 -0.0321


(2)
19
Properties=species:S:1:pos:R:3:lowdin_charge:R:1 method="wB97M-V/def2-TZVPD" spin_multiplicity=1 orbital_gap_ev=8.7 charge=-1 e_above_lowest_kj_mol=57.4 smiles="O=C([O-])C[C@@]1([N+](=O)[O-])C=NC(=O)NC1=O" energy_ev=-23040.101
O -0.6209 -2.5275 -0.8012 0.0806
C -0.4832 -0.1672 1.6435 -0.0040
N 0.3408 -2.1486 -0.1717 -0.3655
H 2.4682 -0.2967 -0.4639 0.1130
C 0.3583 -0.6402 0.0152 -0.1086
C -0.4001 0.0153 -1.1586 -0.5201
O 1.2242 -2.8025 0.2968 0.0825
O 0.3996 1.8228 -0.7202 0.0186
O 2.4194 2.3345 0.0841 -0.0198
H -2.2607 0.8478 -1.7604 0.2325
H 0.1413 -0.3995 2.5907 0.1391
C 1.4901 1.5532 -0.1611 -0.6552
C -2.2626 0.6581 0.2959 -0.4836
C 1.7456 0.0769 0.2233 -0.0326
O -0.0856 -0.2043 -2.3091 0.0660
N -1.5224 0.3993 1.5638 0.1328
O -3.2846 1.2541 0.5376 0.0630
H 2.0596 -0.1550 1.2013 0.0853
N -1.7270 0.3796 -0.9058 0.1762


(3)
12
Properties=species:S:1:pos:R:3:lowdin_charge:R:1 method="wB97M-V/def2-TZVPD" spin_multiplicity=1 orbital_gap_ev=11.6 charge=+1 e_above_lowest_kj_mol=250.3 smiles=N[C@H]1[NH2+][C@@H]1O energy_ev=-7206.550
H -2.5878 0.3050 0.4393 0.1151
H 0.7642 0.4510 -1.5054 0.1814
N -1.7757 0.3245 -0.1318 0.1331
H 1.0549 -1.7018 0.8401 0.1468
H -0.4397 0.5705 1.5981 0.1874
H -1.7976 0.0319 -1.1199 0.1460
H 2.0991 1.7260 -0.0553 0.1508
O 1.9270 0.7673 0.0653 0.0266
C -0.6027 0.2806 0.5032 -0.0845
N 0.4613 -1.1551 0.2231 0.1453
H 0.1242 -1.8223 -0.4608 0.1320
C 0.7728 0.2223 -0.3957 -0.2799


(4)
77
Properties=species:S:1:pos:R:3:lowdin_charge:R:1 method="wB97M-V/def2-TZVPD" spin_multiplicity=4 s_squared=3.762 orbital_gap_ev="7.6 / 6.4" charge=+2 e_above_lowest_kj_mol=44.6 energy_ev=-132719.265
F -2.4772 2.3191 0.8726 -0.3702
H -1.4198 0.7019 2.4356 0.0493
H 1.8307 -5.6297 -3.2422 0.1217
C 3.4190 2.8527 0.9812 -0.1294
C 5.2605 -1.8323 0.9850 -0.0569
C 2.9143 -2.1307 0.5925 -0.3973
H 4.7392 1.0697 4.1536 0.1209
H -6.3208 -1.0226 -1.9824 0.1041
F -2.5571 3.6296 2.9178 -0.2282
C 5.2494 2.1754 2.3853 -0.0408
H 6.1666 -1.2536 0.8640 0.1173
C -5.9588 0.0015 -2.0081 0.0092
O -2.9884 -0.6522 -0.6431 -0.0249
C 2.5330 2.1926 1.8406 -0.3927
F -3.5873 4.1033 -0.3326 -0.2240
H 4.1510 -4.7079 2.3987 0.1209
C 4.7777 2.8300 1.2523 -0.0503
C -4.1051 -1.1086 -0.4581 -0.4932
H 4.0597 -0.4354 -0.1074 0.0914
C -0.3801 -2.4939 -2.7192 -0.1264
H -1.3350 3.1988 -3.4336 0.1240
C 0.3952 2.1413 -0.6712 -0.3729
H 5.4674 3.3399 0.5932 0.1203
F -4.6241 3.1206 1.6345 -0.2158
C 0.6786 -2.7767 -1.8554 -0.3828
C -0.6325 2.7881 -1.4302 -0.2547
H 2.3280 1.1222 3.7124 0.0984
H 3.0569 3.3946 0.1156 0.1063
H -0.2425 -1.2628 3.4916 0.1329
H -6.7974 0.6670 -2.2365 0.1195
H 2.0353 -3.9271 1.4370 0.1062
C 1.4999 -3.8877 -2.0458 -0.1069
H 0.3538 1.7637 -4.5472 0.1273
H -5.2195 0.1149 -2.8023 0.0976
Au -2.3121 1.3593 -1.5848 0.9219
O -4.7534 -2.0574 -0.2181 0.2069
H -1.2494 3.5643 -0.9831 0.0777
H 1.2546 -0.8395 2.7242 0.0862
As -3.1380 3.9517 1.3276 0.7384
H -1.4640 -3.1663 -4.4383 0.1178
C 4.1272 -3.7769 1.8484 -0.0487
H 2.2758 1.1219 -0.7888 0.0533
C 1.2131 -4.7551 -3.0899 -0.0460
H -5.6348 0.4307 1.4600 0.1076
H -4.5917 1.9863 0.1066 0.0673
C 4.0719 -1.3749 0.4329 -0.1237
C -0.6425 -3.3652 -3.7635 -0.0537
H 6.3096 2.1763 2.6018 0.1218
C -0.3592 0.6367 2.6427 -0.3106
C 1.3933 1.3428 -2.7349 -0.0580
Sb 1.0954 -1.5095 -0.2468 1.7546
C -6.2223 0.2434 0.5601 0.0090
C 4.3688 1.5529 3.2594 -0.0521
Sb 0.4676 2.2464 1.4564 1.7881
H -0.1914 1.0678 3.6311 0.0701
H -1.2726 -1.5091 1.0738 0.0500
H -0.9920 -1.6137 -2.5827 0.0786
H -6.6508 -0.7540 0.6082 0.1027
C -0.2517 -1.6705 1.4169 -0.3012
H 2.3481 -4.0824 -1.4025 0.0974
F -1.5515 4.5715 0.9030 -0.2853
C -5.4104 0.4107 -0.6792 -0.4369
O -4.6534 1.5219 -0.7510 -0.0157
C 0.3610 1.8620 -3.4702 -0.0431
C 1.4187 1.4963 -1.3369 -0.2139
H 6.2166 -3.3852 2.1093 0.1210
H -7.0366 0.9746 0.5295 0.1230
C 5.2869 -3.0294 1.6865 -0.0416
C 3.0071 1.5667 2.9972 -0.1187
C -0.6425 2.6212 -2.8332 -0.1040
C 0.1476 -4.4954 -3.9413 -0.0358
C 0.1724 -0.7932 2.5928 -0.3323
C 2.9312 -3.3315 1.3027 -0.1256
F -3.7390 5.4713 1.7430 -0.1668
H 2.2065 0.8274 -3.2295 0.1264
H -0.1218 -2.7262 1.6686 0.0719
H -0.0630 -5.1746 -4.7563 0.1225


Number 1: largest force on an atom 7.48 eV Å⁻¹. Number 2: largest force on an atom 7.35 eV Å⁻¹. Number 3: largest force on an atom 3.91 eV Å⁻¹. Number 4: largest force on an atom 0.68 eV Å⁻¹.